Record 1
Density functional theory data (wB97M-V/def2-TZVPD) for a structure of composition C5H10O2.

**ΔE to the lowest compared entry with this formula, charge and spin**: 2.695 eV
**Orbital gap**: 10.503 eV
**Calculated total energy**: -9440.348 eV
**LUMO**: 0.860 eV
**E_HOMO**: -9.6 eV

Structure (ORCA input):
```
! wB97M-V def2-TZVPD RIJCOSX def2/J DEFGRID3
* xyz 0 1
C 2.12484 -1.56996 1.03584
C -0.30235 -0.85701 -1.12353
O -0.94613 -1.71763 -0.57805
C -0.09444 0.52863 -0.54959
C -1.29987 1.44496 -0.86755
C -1.59799 1.27511 0.62974
O -0.34859 0.59792 0.84684
H 2.45928 -2.60908 1.08402
H 2.35896 -1.16616 0.04428
H 2.64881 -0.97995 1.79167
H 0.14104 -1.01625 -2.13078
H 1.04895 -1.51749 1.21306
H 0.89860 0.91274 -0.81923
H -1.01958 2.45700 -1.16409
H -2.04275 1.04524 -1.56235
H -2.44773 0.62103 0.85355
H -1.67028 2.19463 1.22002
*
```

=====

Record 2
Density functional theory data (wB97M-V/def2-TZVPD) for a cluster of 10 separate species, C30H70N10O10 in total at a distorted geometry.

**ΔE to the lowest compared entry with this formula, charge and spin**: 6.645 eV
**Orbital gap**: 9.365 eV
**Structure (SMILES)**: CNC(C)=O.CNC(C)=O.CNC(C)=O.CNC(C)=O.CNC(C)=O.CNC(C)=O.CNC(C)=O.CNC(C)=O.CNC(C)=O.CNC(C)=O
**Calculated total energy**: -67621.055 eV
**LUMO**: 0.381 eV
**E_HOMO**: -9.0 eV

Structure (ORCA input):
```
! wB97M-V def2-TZVPD RIJCOSX def2/J DEFGRID3
* xyz 0 1
C -1.05988 -5.52946 1.86324
N -1.67183 -6.52385 2.79393
C -2.93357 -6.78317 2.70467
C -3.54875 -7.91533 3.53791
O -3.67346 -6.30525 1.90538
H -0.86921 -4.56830 2.34066
H -1.54685 -5.45356 0.89104
H 0.01444 -5.68335 1.76197
H -1.09502 -6.79113 3.57875
H -4.32664 -8.41505 2.96061
H -3.89795 -7.49081 4.47917
H -2.74420 -8.64099 3.65715
C -0.12745 4.94915 -3.83267
N -0.88730 4.94769 -5.17438
C -2.13101 4.51177 -5.28190
C -2.73835 4.70133 -6.63107
O -2.67464 3.89738 -4.35539
H 0.56619 4.13194 -3.63485
H -0.88897 4.84740 -3.05946
H 0.48132 5.83958 -3.67574
H -0.51854 5.61682 -5.83497
H -3.03490 5.73446 -6.81220
H -3.66580 4.13222 -6.69457
H -1.97812 4.55241 -7.39787
C 3.13518 -2.93229 -6.44283
N 3.16170 -1.46350 -6.43032
C 3.06975 -0.68483 -5.37840
C 3.12860 0.81979 -5.58623
O 3.09174 -1.10491 -4.23974
H 4.04711 -3.41693 -6.09412
H 2.96545 -3.19537 -7.48689
H 2.23557 -3.30116 -5.95014
H 3.10845 -1.00866 -7.33053
H 4.10882 1.22466 -5.33453
H 2.27370 1.25209 -5.06626
H 3.03187 1.12068 -6.62940
C 5.48464 -3.09696 0.45685
N 4.61005 -3.90109 -0.43573
C 4.27374 -5.16889 -0.23612
C 3.45197 -5.80973 -1.33548
O 4.68617 -5.74489 0.76450
H 4.91631 -2.46863 1.14264
H 6.21682 -2.40906 0.03399
H 6.02816 -3.77348 1.11639
H 4.04958 -3.39323 -1.10509
H 2.36329 -5.85807 -1.31239
H 3.85851 -6.81724 -1.42344
H 3.72730 -5.20095 -2.19668
C 3.28093 0.05250 4.42100
N 4.56481 -0.15690 5.02540
C 5.75906 0.20294 4.58096
C 6.94366 0.01522 5.57656
O 5.94739 0.71202 3.42429
H 3.28044 1.08722 4.07827
H 2.39507 -0.12619 5.03045
H 3.10503 -0.62783 3.58774
H 4.50984 -0.68641 5.88371
H 7.85009 -0.28327 5.04988
H 6.70410 -0.65518 6.40196
H 7.14964 1.01037 5.97070
C -2.91216 2.08148 -0.35406
N -1.84258 1.04087 -0.68103
C -1.02599 0.47476 0.12084
C -0.06086 -0.56872 -0.48991
O -0.93631 0.73562 1.32817
H -3.21065 2.08640 0.69427
H -3.75071 2.15020 -1.04703
H -2.48149 3.08058 -0.42049
H -1.72783 0.93528 -1.67892
H 0.54453 0.15749 -1.03233
H -0.35473 -1.28266 -1.25934
H 0.50671 -1.01421 0.32709
C 5.21213 2.52178 -1.26308
N 5.15293 3.36085 -0.05535
C 5.13507 4.74952 -0.24209
C 5.18419 5.50682 1.07576
O 5.21651 5.29456 -1.38098
H 4.27217 2.76140 -1.76023
H 5.20019 1.44073 -1.12423
H 6.02260 2.80105 -1.93632
H 5.37681 3.06323 0.88347
H 4.26384 6.08824 1.02097
H 6.04979 6.16416 0.99373
H 4.96286 4.82038 1.89302
C -2.41793 -3.65151 -3.32197
N -3.24412 -3.14154 -4.44368
C -3.10105 -1.84008 -4.76319
C -4.01295 -1.24546 -5.82439
O -2.41219 -1.11840 -4.18255
H -1.37660 -3.38218 -3.49859
H -2.43447 -4.74136 -3.31542
H -2.69390 -3.05860 -2.44996
H -4.04160 -3.65868 -4.78529
H -4.39504 -0.32896 -5.37480
H -4.84159 -1.84599 -6.19968
H -3.30971 -0.96065 -6.60698
C -1.91816 5.43199 3.90005
N -3.39453 5.52908 3.78970
C -3.95304 6.31162 2.89759
C -5.52801 6.37469 2.97537
O -3.39855 6.91054 2.02046
H -1.49564 5.46618 4.90424
H -1.37261 6.12862 3.26352
H -1.79186 4.38313 3.63161
H -3.96173 5.34810 4.60557
H -6.09248 5.64495 3.55585
H -5.83687 6.49671 1.93718
H -5.64443 7.33899 3.47002
C -4.93655 -0.00246 4.33703
N -5.84023 -0.68108 5.15790
C -5.55572 -1.62825 6.05436
C -6.71579 -2.04878 6.89540
O -4.38205 -2.02639 6.24999
H -3.88747 -0.10729 4.61369
H -5.31902 1.00102 4.52366
H -5.13868 -0.23096 3.29059
H -6.80003 -0.36711 5.17514
H -6.55748 -2.13417 7.97046
H -6.91429 -3.07983 6.60276
H -7.64463 -1.50885 6.71148
*
```

=====

Record 3
Density functional theory data (wB97M-V/def2-TZVPD) for a cluster of 2 separate species, C3H4ClNS in total at a distorted geometry.

**ΔE to the lowest compared entry with this formula, charge and spin**: 1.041 eV
**Orbital gap**: 10.455 eV
**Structure (SMILES)**: C=CCl.N=C=S
**Calculated total energy**: -28022.062 eV
**LUMO**: 0.711 eV
**E_HOMO**: -9.7 eV

Structure (ORCA input):
```
! wB97M-V def2-TZVPD RIJCOSX def2/J DEFGRID3
* xyz 0 1
C -2.65891 -0.65792 -1.27169
C -1.79701 0.21228 -0.76273
Cl -2.20836 1.93066 -0.80090
H -2.52791 -1.65742 -1.31272
H -3.66015 -0.41615 -1.59018
H -0.75186 0.11556 -0.28670
N 3.51144 -0.22179 2.27453
C 3.22175 0.37681 1.29041
S 2.73026 1.27193 0.11664
H 4.14076 -0.95397 2.34334
*
```

=====

Record 4
Density functional theory data (wB97M-V/def2-TZVPD) for a cluster of 2 separate species, C5H10O2 in total.

**ΔE to the lowest compared entry with this formula, charge and spin**: 4.622 eV
**Orbital gap (alpha / beta)**: 7.456 / 8.036 eV
**Calculated total energy**: -9438.421 eV
**LUMO (alpha / beta)**: -0.179 / 0.229 eV
**E_HOMO (alpha / beta)**: -7.6 / -7.8 eV

Structure (ORCA input):
```
! wB97M-V def2-TZVPD RIJCOSX def2/J DEFGRID3
* xyz 0 1
C 2.54153 -0.67989 -0.10192
C 1.25175 -0.02354 0.23902
O 0.29144 -0.10602 -0.60527
C -0.95880 0.34203 -0.44408
C -1.30688 1.27614 0.65241
C -1.84111 -0.02762 -1.51010
O -3.02112 0.28680 -1.57052
H 3.31799 0.05164 -0.36120
H 2.91229 -1.25779 0.75213
H 2.40560 -1.35790 -0.94846
H -0.20675 -1.53777 1.30366
H 1.09947 0.55281 1.14747
H -0.87188 -1.45140 0.95792
H -2.35903 1.53848 0.51282
H -1.18705 0.84668 1.65770
H -0.70578 2.19903 0.61359
H -1.36169 -0.65168 -2.29517
*
```

=====

Record 5
Density functional theory data (wB97M-V/def2-TZVPD) for the molecule CH3N3O2Si at a distorted geometry.

**ΔE to the lowest compared entry with this formula, charge and spin**: 0.251 eV
**Orbital gap**: 10.791 eV
**Structure (SMILES)**: N#C[Si@H](N)[N+](=O)[O-]
**Calculated total energy**: -17526.369 eV
**LUMO**: -0.416 eV
**E_HOMO**: -11.2 eV

Structure (ORCA input):
```
! wB97M-V def2-TZVPD RIJCOSX def2/J DEFGRID3
* xyz 0 1
N 1.51902 2.43757 0.46590
C 0.97154 1.49071 0.12934
Si -0.17620 0.10726 -0.42084
N -1.65908 0.19262 0.43697
N 1.09921 -1.20752 -0.05671
O 2.16201 -1.10267 -0.65389
O 0.90795 -2.00360 0.87688
H -0.34745 -0.03992 -1.88963
H -2.01330 -0.50624 1.16607
H -2.46368 0.63179 -0.05408
*
```

=====

Record 6
Density functional theory data (wB97M-V/def2-TZVPD) for the ion C5H11NO with charge +1 at a distorted geometry.

**ΔE to the lowest compared entry with this formula, charge and spin**: 1.683 eV
**Orbital gap (alpha / beta)**: 11.648 / 6.725 eV
**Calculated total energy**: -8891.654 eV
**⟨S²⟩**: 0.754
**LUMO (alpha / beta)**: -3.222 / -8.118 eV
**E_HOMO (alpha / beta)**: -14.9 / -14.8 eV

Structure (ORCA input):
```
! wB97M-V def2-TZVPD RIJCOSX def2/J DEFGRID3
* xyz 1 2
C -1.90733 -0.75158 -0.61587
C -3.09194 -1.58291 -0.11347
C -0.63890 -1.09598 0.24192
N 0.47508 -0.27535 -0.05608
C 0.74495 0.95741 0.61329
C 2.02073 1.70427 0.19597
O 2.89842 1.27002 -0.47178
H -1.70016 -1.01235 -1.66174
H -2.08457 0.31918 -0.65721
H -3.82747 -1.69582 -0.90241
H -2.72121 -2.56803 0.19017
H -3.50482 -1.18470 0.81035
H -0.98633 -0.81364 1.24611
H -0.40471 -2.14779 0.14641
H 1.34882 -0.78034 -0.23578
H -0.09608 1.65165 0.52609
H 0.88991 0.80752 1.69796
H 1.98113 2.71267 0.66062
*
```